{"formula": "C11H16N2O2S", "method": "ωB97M-V with the def2-TZVPD basis set", "smiles": "CC1(C)C[C@@H](C(=O)Nc2nccs2)CCO1", "gap_ev": 8.50, "homo_ev": -8.2070, "charge": 0, "symbols": ["C", "H", "H", "H", "C", "C", "H", "H", "H", "C", "H", "H", "C", "C", "O", "N", "C", "N", "C", "C", "S", "H", "H", "H", "C", "H", "C", "H", "O", "H", "H", "H"], "xyz": [[-0.7512, 1.2611, -2.7272], [-1.1602, 0.8307, -3.6038], [-1.7111, 1.5715, -2.1109], [-0.1432, 2.0262, -2.9372], [-0.3787, 0.1884, -1.9870], [-1.1382, -0.9607, -1.8426], [-1.9719, -0.5118, -1.4350], [-1.4683, -1.5498, -2.7745], [-0.8235, -1.9184, -1.1898], [0.1778, 0.7640, -0.5419], [-0.5787, 0.7224, 0.0288], [0.6717, 1.5323, -0.8187], [1.0371, -0.0230, 0.1908], [0.6381, -1.3671, 0.9708], [0.6995, -2.5259, 0.6025], [-0.2341, -1.0056, 1.8524], [-0.7775, 0.1872, 2.6101], [-1.6565, 0.0030, 3.4305], [-1.9697, 0.9968, 4.2546], [-0.9790, 2.1262, 3.7976], [-0.0502, 1.5533, 2.5265], [-0.8753, 3.0866, 4.1098], [-2.6231, 1.0664, 4.8969], [-0.6144, -1.8957, 2.2249], [2.2455, -0.8088, -0.6290], [2.9855, -1.2745, -0.0609], [1.7678, -1.0072, -2.0105], [2.7101, -1.4910, -2.5532], [1.0977, -0.2174, -2.7170], [1.3893, -2.0364, -1.7073], [2.9744, 0.2235, -0.8527], [1.5103, 0.4538, 1.0029]], "nbo_charge": [-0.623, 0.224, 0.206, 0.239, 0.338, -0.702, 0.225, 0.237, 0.277, -0.459, 0.205, 0.223, -0.294, 0.696, -0.624, -0.617, 0.082, -0.436, 0.053, -0.507, 0.589, 0.219, 0.176, 0.413, -0.387, 0.248, -0.062, 0.165, -0.573, 0.138, 0.121, 0.213]}



{"formula": "C52H50Cl2GeIN4O3PtS3", "method": "ωB97M-V with the def2-TZVPD basis set", "gap_ev": [4.76, 4.76], "homo_ev": [-10.5339, -10.5339], "charge": 1, "symbols": ["Pt", "C", "C", "C", "C", "H", "H", "H", "H", "H", "H", "H", "H", "H", "I", "C", "C", "N", "N", "C", "H", "H", "H", "O", "C", "C", "C", "C", "C", "S", "C", "C", "C", "C", "S", "C", "C", "C", "C", "S", "H", "H", "H", "H", "H", "H", "H", "H", "H", "Ge", "C", "C", "C", "C", "C", "C", "C", "C", "C", "C", "C", "C", "H", "H", "H", "H", "H", "H", "H", "H", "H", "H", "H", "Cl", "C", "C", "C", "C", "C", "Cl", "C", "N", "C", "C", "C", "C", "C", "C", "C", "C", "O", "O", "H", "H", "H", "H", "H", "H", "H", "H", "H", "H", "C", "C", "C", "C", "C", "C", "N", "H", "H", "H", "H", "H", "H", "H", "H"], "xyz": [[-0.3809, -0.0923, -0.2513], [-1.5670, 2.9012, 2.7307], [-1.8054, 1.8390, 1.6529], [-2.9452, 0.9296, 2.0921], [-0.4781, 1.1391, 1.3865], [-2.4922, 3.4346, 2.9569], [-0.8227, 3.6340, 2.4117], [-1.2167, 2.4340, 3.6554], [-2.1057, 2.3567, 0.7420], [-2.7866, 0.5573, 3.1057], [-3.0560, 0.0573, 1.4447], [-3.8906, 1.4765, 2.0775], [-0.1432, 0.5666, 2.2525], [0.2780, 1.9004, 1.1758], [-2.8337, -3.8021, -4.8763], [-1.5487, -2.9926, -3.4924], [-0.3819, -3.5385, -2.9963], [0.1105, -2.6588, -2.1156], [-0.6598, -1.5640, -2.0159], [-1.6870, -1.7668, -2.8339], [0.1119, -4.4723, -3.2064], [0.9754, -2.6617, -1.5627], [-2.4902, -1.0533, -2.9041], [-0.9752, 1.6308, -1.1928], [-1.5623, 2.0884, -2.3704], [-0.6078, 1.9626, -3.5623], [-0.4398, 0.9809, -4.4762], [0.6372, 1.2385, -5.3857], [1.2334, 2.4493, -5.1675], [0.5457, 3.2532, -3.8443], [-2.8884, 1.3978, -2.6156], [-3.6568, 0.8054, -1.6620], [-4.8926, 0.3153, -2.1699], [-5.0355, 0.5522, -3.5004], [-3.6781, 1.3733, -4.1445], [-1.8158, 3.5828, -2.1690], [-2.3375, 4.4946, -3.0361], [-2.3510, 5.8138, -2.5051], [-1.8290, 5.8688, -1.2505], [-1.3316, 4.3268, -0.7003], [-1.0640, 0.1038, -4.5320], [0.8918, 0.5914, -6.2140], [2.0038, 2.9165, -5.7594], [-3.3536, 0.7519, -0.6265], [-5.6406, -0.1823, -1.5698], [-5.8630, 0.2909, -4.1399], [-2.7008, 4.2413, -4.0231], [-2.7349, 6.6742, -3.0330], [-1.7267, 6.7326, -0.6136], [-1.0619, -2.1568, 0.9611], [-2.5461, -3.0185, 0.0449], [-3.7740, -2.4109, -0.2162], [-4.7944, -3.1135, -0.8384], [-4.6051, -4.4413, -1.1998], [-3.3941, -5.0617, -0.9372], [-2.3705, -4.3516, -0.3218], [-1.4590, -1.9639, 2.8454], [-0.4666, -1.6260, 3.7641], [-0.7587, -1.5730, 5.1199], [-2.0386, -1.8706, 5.5681], [-3.0258, -2.2303, 4.6616], [-2.7368, -2.2766, 3.3059], [0.1467, -3.0939, 0.8102], [-3.9419, -1.3779, 0.0638], [-5.7412, -2.6285, -1.0399], [-5.4016, -4.9900, -1.6852], [-3.2434, -6.0979, -1.2124], [-1.4258, -4.8481, -0.1256], [0.5415, -1.4049, 3.4275], [0.0136, -1.3035, 5.8277], [-2.2641, -1.8305, 6.6259], [-4.0210, -2.4749, 5.0097], [-3.5162, -2.5558, 2.6062], [5.7820, 2.0364, 1.0721], [4.3867, 2.2511, 2.0995], [3.6535, 3.4169, 1.9680], [2.5064, 3.5925, 2.7212], [2.1359, 2.6121, 3.6265], [2.9111, 1.4776, 3.7878], [2.4749, 0.3805, 5.0549], [4.0600, 1.2397, 3.0165], [4.8750, 0.1305, 3.1790], [4.3973, -1.2217, 3.2546], [4.6605, -1.9532, 4.4065], [4.2475, -3.2684, 4.5173], [3.5602, -3.8618, 3.4668], [3.3207, -3.1444, 2.3074], [3.7439, -1.8229, 2.1803], [3.5720, -1.0940, 0.8670], [2.2405, -1.3732, 0.2037], [2.1531, -2.1501, -0.7426], [1.2688, -0.6989, 0.7397], [3.9870, 4.1753, 1.2725], [1.9185, 4.4944, 2.6220], [1.2617, 2.7345, 4.2507], [5.7721, 0.2219, 2.7279], [5.1745, -1.4597, 5.2205], [4.4524, -3.8252, 5.4218], [3.2236, -4.8871, 3.5454], [2.8141, -3.6200, 1.4753], [4.3467, -1.4150, 0.1675], [3.6690, -0.0211, 1.0180], [2.2689, 2.3753, -0.7440], [2.5795, 1.6769, -1.9883], [3.7318, 2.0078, -2.8788], [3.7907, 1.0164, -3.7580], [2.6514, 0.0859, -3.3978], [2.5075, -1.2805, -3.9153], [1.9703, 0.5392, -2.3579], [3.0728, 3.0453, -0.4520], [2.0457, 1.6508, 0.0425], [1.3422, 2.9510, -0.8773], [4.3625, 2.8750, -2.7663], [4.4890, 0.8470, -4.5627], [2.8809, -1.3743, -4.9327], [1.4825, -1.6289, -3.8264], [3.1287, -1.9121, -3.2638]], "mulliken_charge": [2.372, -1.632, 1.560, -1.436, 0.330, 0.482, 0.251, 0.275, -0.690, 0.387, -0.303, 0.531, 0.161, 0.308, 0.097, -1.408, -0.637, 0.587, 0.160, -0.352, 0.641, -0.013, 0.210, -0.872, 2.104, -0.206, -0.336, -1.102, -0.681, -0.104, -0.508, -0.042, -0.624, -0.840, -0.027, -0.612, -0.338, -0.815, -0.793, 0.296, 0.736, 0.548, 0.562, 0.329, 0.610, 0.535, 0.541, 0.456, 0.478, 1.786, 0.099, 0.658, -0.916, -0.778, -0.783, -0.729, 0.130, 0.464, -0.790, -0.777, -0.755, -0.356, -0.500, 0.476, 0.386, 0.414, 0.439, 0.431, 0.013, 0.368, 0.412, 0.415, 0.280, -0.197, 1.091, -1.171, -0.457, -0.722, 0.980, -0.150, -1.159, -0.051, -0.592, -0.344, -0.637, -0.817, -0.779, 0.903, 0.689, -0.187, -0.814, -0.501, 0.580, 0.474, 0.501, 0.405, 0.487, 0.421, 0.446, 0.443, 0.764, -0.802, 1.690, -0.249, -1.340, -1.237, 0.597, -1.089, 1.228, 0.725, -1.328, -0.429, 0.653, 0.582, 0.571, -0.131, 0.397]}



{"formula": "C2H4BN2O5S3", "method": "ωB97M-V with the def2-TZVPD basis set", "gap_ev": 8.89, "homo_ev": -6.1371, "charge": -1, "symbols": ["C", "B", "O", "S", "O", "O", "N", "S", "O", "O", "N", "C", "S", "H", "H", "H", "H"], "xyz": [[1.2947, -0.0959, 1.5119], [1.3927, 0.2033, -0.0092], [2.1560, 1.2487, -0.4603], [0.6364, -0.8927, -1.3778], [1.1021, -2.2299, -1.0762], [1.0583, -0.3237, -2.6400], [-0.9801, -0.7583, -1.3954], [-1.8539, -0.9722, -0.1276], [-3.2428, -1.0080, -0.4724], [-1.3685, -1.8902, 0.8535], [-1.7053, 0.5975, 0.7060], [-1.9032, 1.5922, 0.0801], [-2.1808, 2.9311, -0.6701], [0.5322, -0.8090, 1.7978], [1.1359, 0.8333, 2.0623], [2.2692, -0.4862, 1.8226], [1.6570, 2.0602, -0.6051]], "nbo_charge": [-1.049, 0.790, -0.938, 2.047, -0.965, -0.969, -1.216, 2.421, -0.937, -0.943, -0.715, 0.238, -0.033, 0.272, 0.232, 0.248, 0.517]}



{"formula": "C5H7N", "method": "ωB97M-V with the def2-TZVPD basis set", "gap_ev": 8.66, "homo_ev": -8.5778, "charge": 0, "symbols": ["C", "C", "C", "N", "C", "C", "H", "H", "H", "H", "H", "H", "H"], "xyz": [[1.0694, -0.8753, -0.2934], [1.5460, 0.4862, -0.5591], [0.5289, 1.3527, 0.0950], [-0.5717, 0.6063, 0.7542], [-0.2847, -0.8007, 0.6199], [-1.4551, -0.1732, -0.1006], [1.8545, -1.6537, -0.2453], [1.0613, 1.9045, 0.8872], [0.1470, 2.1162, -0.5969], [-0.4242, -1.4935, 1.4523], [0.4127, -1.1772, -1.0887], [-2.4866, -0.2251, 0.2673], [-1.3976, -0.0671, -1.1919]], "nbo_charge": [-0.653, 0.166, -0.433, -0.406, -0.078, -0.276, 0.261, 0.260, 0.248, 0.212, 0.307, 0.209, 0.182]}



{"formula": "C9H14", "method": "ωB97M-V with the def2-TZVPD basis set", "smiles": "Cc1ccccc1.CC", "gap_ev": 9.96, "homo_ev": -8.8902, "charge": 0, "symbols": ["C", "C", "C", "C", "C", "C", "C", "H", "H", "H", "H", "H", "H", "H", "H", "C", "C", "H", "H", "H", "H", "H", "H"], "xyz": [[0.3471, 0.8102, -2.3918], [0.0624, 0.5726, 1.2714], [-1.3065, 0.5289, 1.4672], [0.6739, 0.8825, 0.0733], [-0.1791, 1.1089, -1.0210], [-2.1108, 0.9130, 0.4040], [-1.5453, 1.2776, -0.8245], [0.7114, 0.3026, 2.1097], [-1.6736, 0.4297, 2.4767], [1.7448, 0.9801, -0.0363], [-3.1921, 0.8250, 0.4857], [1.3621, 1.1081, -2.6449], [-0.2404, 1.2715, -3.1964], [-2.2582, 1.6167, -1.5483], [0.3542, -0.2815, -2.4868], [0.7297, -2.5175, 0.6950], [2.2414, -2.2566, 0.5255], [0.4736, -3.2276, -0.0945], [0.5294, -2.9104, 1.6947], [0.2185, -1.5557, 0.7508], [2.4412, -1.2233, 0.8535], [2.9095, -2.8979, 1.0794], [2.4912, -2.2387, -0.5327]], "nbo_charge": [-0.637, -0.207, -0.248, -0.231, 0.015, -0.185, -0.233, 0.210, 0.219, 0.220, 0.210, 0.217, 0.215, 0.215, 0.224, -0.627, -0.608, 0.207, 0.200, 0.228, 0.192, 0.206, 0.199]}



{"formula": "C5H8", "method": "ωB97M-V with the def2-TZVPD basis set", "smiles": "C=CCC=C", "gap_ev": 9.59, "homo_ev": -8.7026, "charge": 0, "symbols": ["C", "C", "C", "C", "C", "H", "H", "H", "H", "H", "H", "H", "H"], "xyz": [[-0.8604, -0.0152, -1.0680], [-1.9375, 0.0058, -0.1746], [0.5476, 0.5397, -0.6632], [1.3795, 0.0220, 0.4670], [0.9551, -0.9755, 1.3135], [-1.1084, 0.1061, -2.1077], [-2.7911, -0.5587, -0.3973], [-1.7900, 0.8648, 0.5587], [0.3810, 1.5209, -0.2940], [1.1461, 0.6276, -1.5696], [2.3569, 0.3956, 0.4727], [1.7419, -1.2536, 1.8779], [-0.0208, -1.2797, 1.5845]], "nbo_charge": [-0.157, -0.424, -0.509, -0.142, -0.414, 0.206, 0.203, 0.210, 0.222, 0.216, 0.196, 0.183, 0.210]}



E_tot / eV: -29566.597; -192244.341; -48540.670; -6783.252; -9559.191; -5311.145